{"formula": "C14H13N6O8P2SeTc", "method": "ωB97M-V/def2-TZVPD", "charge": 1, "homo_energy_ev": [-12.54, -12.65], "spin_multiplicity": 4, "orbital_gap_ev": [7.87, 7.07], "species": ["Tc", "O", "C", "C", "C", "C", "C", "C", "N", "H", "H", "H", "H", "H", "H", "H", "O", "P", "O", "O", "O", "P", "O", "O", "O", "H", "H", "Se", "N", "C", "C", "C", "C", "C", "C", "N", "H", "H", "H", "H", "N", "C", "N", "C", "N"], "coordinates": [[0.4089, 0.4634, -0.9822], [-1.1428, -0.7393, -1.9210], [-1.5945, -1.7270, -0.9767], [-0.4001, -2.3111, -0.2658], [-0.3212, -3.6278, 0.1381], [0.8384, -4.0720, 0.7563], [1.8927, -3.1892, 0.9363], [1.7508, -1.8869, 0.5041], [0.6174, -1.4530, -0.0660], [-0.7253, -1.2568, -2.7139], [-2.1596, -2.4877, -1.5120], [-2.2563, -1.2279, -0.2670], [-1.1488, -4.2981, -0.0475], [0.9246, -5.1025, 1.0732], [2.8198, -3.5039, 1.3923], [2.5443, -1.1595, 0.6007], [2.3373, -0.6071, -4.7515], [1.1677, -0.5632, -3.7253], [0.3569, -1.8011, -3.6753], [1.7256, -0.1213, -2.3428], [0.1772, 0.6249, -4.1607], [0.0641, 2.1463, -3.6624], [1.5172, 2.6769, -4.0272], [-1.0604, 2.8750, -4.2212], [0.0398, 2.0238, -2.0952], [2.8754, 0.1957, -4.8036], [1.5138, 3.5914, -4.3391], [-2.3319, 2.3601, -0.5003], [-1.1247, 1.2212, 0.2252], [-1.3765, 1.1002, 1.5329], [-0.6210, 0.3644, 2.4797], [-1.0146, 0.4023, 3.7836], [-2.1648, 1.1290, 4.2139], [-2.9205, 1.8323, 3.3349], [-2.5351, 1.8438, 1.9638], [-3.1734, 2.5081, 1.0143], [0.2575, -0.1835, 2.1723], [-0.4358, -0.1298, 4.5269], [-2.4223, 1.1131, 5.2635], [-3.7943, 2.3944, 3.6329], [1.6598, 1.2575, 0.2380], [2.0945, 1.8236, 1.1918], [2.6270, 2.4054, 2.1257], [2.3592, 2.5016, 3.4130], [2.1541, 2.5944, 4.5433]], "mulliken_spin": [2.570, 0.007, -0.009, 0.032, -0.011, 0.017, -0.005, 0.021, -0.056, 0.002, -0.001, 0.001, 0.000, 0.000, 0.000, 0.004, -0.002, 0.007, 0.005, 0.072, 0.005, 0.009, 0.003, 0.000, 0.083, 0.000, -0.001, 0.011, -0.058, 0.002, -0.005, 0.018, -0.010, 0.017, 0.002, 0.041, 0.000, 0.001, 0.000, 0.000, -0.013, 0.105, 0.114, -0.021, 0.047]}